# 1
Computed, not measured: C14H14ClNO2S in the gas phase, with ωB97M-V/def2-TZVPD.

The value obtained for the HOMO energy is -8.4 eV. As for the electronic energy: -43687.7438 eV. As for the SMILES: O[C@H](COc1ccc(Cl)cc1)CSc1ccccn1. As for the HOMO-LUMO gap: 9.1 eV. For the energy above the lowest of the compared OMol25 structures with the same formula, charge and spin, the calculation gives 62.4 kJ/mol.

```
33
Properties=species:S:1:pos:R:3:forces:R:3
O -0.62000 -0.64650 1.63209 -0.201 -0.001 0.264
C 0.19575 -0.59701 0.48220 0.064 0.023 -0.660
C 1.29304 -1.63434 0.70283 0.094 0.333 -0.198
H 0.86570 -2.63534 0.74228 0.020 -0.067 0.015
H 1.81232 -1.41196 1.63341 -0.116 -0.087 0.004
S 2.52742 -1.65549 -0.62185 -0.036 -0.307 -0.071
C 3.53123 -0.27664 -0.18203 -0.092 -0.048 0.049
N 3.19138 0.40882 0.89449 -0.212 -0.179 0.041
C 3.94473 1.43912 1.24333 0.300 0.313 0.049
C 5.06587 1.83457 0.53646 -0.002 -0.017 -0.014
C 5.41510 1.10945 -0.59806 -0.100 -0.029 0.061
C 4.63849 0.03208 -0.97238 -0.070 0.040 0.107
H 4.86330 -0.56638 -1.84032 0.077 -0.042 -0.119
H 6.28317 1.38377 -1.17934 0.060 0.015 -0.044
H 5.64977 2.68162 0.85887 0.036 0.078 0.042
H 3.62049 1.96224 2.13341 0.077 0.124 0.054
C -0.59215 -0.89633 -0.80760 0.499 -0.165 0.315
O -1.50260 0.13210 -1.13742 -0.202 0.221 0.074
C -2.79612 0.08147 -0.71278 -0.252 0.117 -0.040
C -3.62682 1.07997 -1.22867 0.203 -0.138 0.059
C -4.95969 1.13871 -0.88354 -0.004 -0.095 0.073
C -5.48218 0.19111 -0.01526 0.188 -0.075 0.015
C -4.67282 -0.80043 0.50779 -0.215 0.190 -0.096
C -3.33225 -0.85618 0.16477 0.306 -0.084 -0.088
H -2.72108 -1.62770 0.60560 0.072 -0.007 -0.002
H -5.08231 -1.53034 1.18810 -0.060 -0.052 0.059
Cl -7.15559 0.25560 0.42017 -0.228 0.012 0.058
H -5.59421 1.91174 -1.28690 -0.074 0.064 -0.029
H -3.19890 1.80176 -1.90579 0.046 0.087 -0.090
H -1.09391 -1.86573 -0.72675 -0.012 0.024 -0.015
H 0.11352 -0.93406 -1.64286 -0.137 -0.036 0.132
H 0.65668 0.39695 0.38467 -0.052 -0.185 -0.016
H -1.23735 0.09334 1.61108 0.020 -0.025 0.010
```
Forces are in eV/Å.

---

# 2
Computed, not measured: a 9-piece molecular cluster, C51H74Cl5NO21P overall, with ωB97M-V/def2-TZVPD.

The value obtained for the HOMO energy is -10.3 eV. As for the electronic energy: -170456.7939 eV. The charge is +1. As for the HOMO-LUMO gap: 4.2 eV.

```
153
Properties=species:S:1:pos:R:3:forces:R:3
C 2.47793 -3.69216 -4.67133 -0.148 0.267 0.363
C 3.70534 -4.34319 -4.00730 0.116 -0.717 1.560
C 3.57631 -5.88776 -3.97960 -0.538 0.194 -1.031
C 3.74812 -6.52357 -5.34370 0.711 0.579 -1.161
C 5.13607 -6.16458 -5.90979 -0.463 -0.705 1.120
C 5.38964 -4.62740 -6.00418 1.628 -2.996 -0.444
N 4.91853 -3.90945 -4.76549 -1.147 1.579 -2.113
O 5.26763 -2.78113 -4.61988 0.495 -0.954 0.294
C 4.61074 -4.14794 -7.22343 -0.524 1.048 -0.130
C 6.91250 -4.45469 -6.15049 0.142 1.618 -0.644
C 3.99630 -3.92409 -2.55407 0.602 0.110 0.020
H 1.63863 -3.75872 -3.97700 0.087 -0.498 0.079
H 2.22754 -4.22114 -5.58660 -0.110 0.200 -0.023
H 2.53715 -2.61431 -4.82270 0.548 -0.055 -0.278
H 2.54451 -6.12324 -3.71551 0.120 0.197 0.706
H 4.28313 -6.28641 -3.25274 -0.121 -0.153 0.034
H 3.03366 -6.16564 -6.08619 -0.395 0.128 0.420
H 3.56121 -7.59755 -5.34364 0.312 -0.058 0.247
H 5.30807 -6.61682 -6.88574 -0.047 0.351 -0.154
H 5.84717 -6.69082 -5.26607 0.395 0.476 0.071
H 4.56599 -3.05749 -7.24867 -0.038 0.036 -0.090
H 3.60078 -4.55013 -7.27167 -0.019 0.102 0.265
H 5.06912 -4.49127 -8.15044 0.446 -0.172 0.308
H 7.48819 -4.72046 -5.26557 -0.240 -0.175 0.085
H 7.16698 -3.42621 -6.42574 -0.151 0.260 0.487
H 7.32497 -4.95042 -7.03060 -0.570 -0.802 0.187
H 4.25118 -2.88315 -2.36138 -0.959 0.279 -0.274
H 4.94232 -4.37751 -2.24390 -0.196 -0.582 0.006
H 3.19372 -4.32770 -1.94146 0.049 0.323 0.185
C 15.47212 -5.56976 -2.16777 -0.889 0.896 0.399
C 14.07585 -6.23261 -2.03858 1.338 1.432 0.672
C 13.48895 -6.55809 -3.38806 0.089 -1.559 -0.004
C 12.27705 -7.51910 -3.35386 -0.322 0.252 -1.339
P 10.67868 -6.72920 -3.12986 -0.537 -0.123 1.718
C 9.34375 -7.96524 -3.17521 0.860 0.477 -1.465
C 7.91972 -7.44026 -3.32155 -0.293 0.615 -0.111
C 6.86446 -8.54629 -3.18883 -0.299 0.079 -0.243
C 6.93192 -9.67810 -4.24386 1.144 0.781 1.284
C 10.51760 -5.99284 -1.46812 0.122 -0.432 -0.739
C 10.65021 -7.01666 -0.33917 0.193 -0.017 1.451
C 11.00458 -6.35405 1.00618 -0.209 0.730 -0.500
C 9.93832 -5.46441 1.64448 -0.057 -1.013 -0.344
C 10.39235 -5.46717 -4.36963 -0.919 -0.196 -1.343
C 10.30297 -5.99742 -5.84478 0.725 -0.931 0.352
C 11.62381 -5.83142 -6.58656 -0.374 -0.454 -1.151
C 11.63786 -6.53163 -7.96729 -0.184 0.481 0.421
H 15.64710 -5.06016 -1.21849 0.406 -0.251 0.087
H 15.43087 -4.73907 -2.87515 0.252 -0.253 -0.357
H 16.28333 -6.26423 -2.37131 -0.082 0.026 -0.192
H 13.47313 -5.51730 -1.47183 -0.280 -0.004 -0.175
H 14.29623 -7.01264 -1.30687 -0.764 -0.805 -0.578
H 14.27304 -7.05796 -3.96513 -0.040 -0.292 0.057
H 13.27743 -5.71263 -4.04467 -0.138 0.426 0.552
H 12.39563 -8.44279 -2.78823 0.015 0.264 0.423
H 12.10437 -7.88430 -4.37554 0.205 -0.171 -0.129
H 9.53930 -8.67795 -2.37463 -0.211 -0.034 0.014
H 9.58992 -8.41769 -4.14205 -0.074 -0.714 0.215
H 7.81842 -6.92832 -4.28507 0.192 -0.523 -0.402
H 7.69604 -6.58121 -2.67775 0.040 -0.379 0.709
H 5.88079 -8.08359 -3.30346 -0.053 0.086 0.302
H 6.90858 -8.96665 -2.18264 0.025 0.038 0.044
H 7.99110 -9.90465 -4.38540 -0.050 -0.094 -0.530
H 6.47961 -9.31535 -5.16370 -0.043 -0.581 -0.161
H 6.54289 -10.57978 -3.77469 -0.620 -0.006 -0.586
H 9.50791 -5.58011 -1.42250 0.053 0.229 -0.054
H 11.23261 -5.16875 -1.43991 0.033 -0.010 0.405
H 11.44168 -7.77007 -0.32765 0.137 0.057 -1.377
H 9.73261 -7.59410 -0.20235 -0.174 0.137 -0.247
H 11.86776 -5.71793 0.79102 0.326 -0.252 0.284
H 11.29102 -7.17417 1.66378 0.094 0.277 0.286
H 10.34069 -5.06019 2.57065 -0.304 0.230 -0.010
H 9.07499 -6.10295 1.84507 -0.119 0.200 0.331
H 9.59193 -4.68506 0.96523 0.209 0.220 0.132
H 11.10976 -4.65004 -4.29825 -0.079 0.052 0.195
H 9.37738 -5.11248 -4.17364 0.181 0.360 0.563
H 9.50396 -5.55162 -6.43758 -0.007 0.409 0.332
H 10.01985 -7.05573 -5.83550 0.057 -0.111 -0.027
H 12.45488 -6.30715 -6.06384 0.054 0.525 0.436
H 11.74696 -4.75763 -6.74274 0.579 0.008 0.252
H 11.51758 -7.60449 -7.81846 -0.063 -0.028 -0.262
H 12.57899 -6.32363 -8.47585 0.077 -0.162 0.075
H 10.85488 -6.15374 -8.62673 -0.177 -0.173 0.071
Cl 8.08692 -9.16385 -8.17814 0.940 1.606 -1.214
O 7.19101 -10.27900 -8.27388 -0.053 0.296 0.645
O 9.31471 -9.48127 -7.48867 -0.196 -0.639 1.088
O 8.50107 -8.72586 -9.48879 -0.336 -0.384 -0.821
O 7.47213 -7.98939 -7.57391 -0.595 -0.561 0.936
C 9.11188 -10.79293 -14.28430 0.063 -0.053 -0.169
C 8.31934 -10.56238 -15.33502 0.509 0.384 -1.193
C 6.89392 -10.10867 -15.22721 -0.573 -1.050 2.575
O 6.12164 -9.99604 -16.14918 0.657 0.251 -0.779
C 6.45137 -10.02275 -13.81616 -0.228 0.784 -0.759
C 7.26078 -10.17993 -12.76751 -0.437 -0.675 1.650
C 8.68686 -10.60504 -12.88427 1.191 0.422 -1.939
O 9.50018 -10.68665 -11.98902 -0.907 0.002 0.464
O 6.76218 -10.10467 -11.52429 0.045 0.204 -0.335
O 8.79579 -10.65646 -16.59974 -0.513 0.070 0.560
H 10.14267 -11.02796 -14.51278 0.066 -0.153 0.339
H 5.42379 -9.74841 -13.61947 -0.068 -0.056 -0.148
H 7.45529 -10.28161 -10.86677 0.180 -0.036 0.075
H 8.04122 -10.41417 -17.15922 0.014 -0.062 -0.335
C 13.26421 -11.04395 -4.83280 0.169 1.119 0.202
C 12.02047 -11.08819 -5.31805 0.201 0.513 0.080
C 11.39871 -12.36518 -5.72069 -0.043 -1.616 -0.128
O 10.23095 -12.47100 -6.03059 -0.142 0.866 -0.005
C 12.29582 -13.51347 -5.74049 0.934 0.344 -0.306
C 13.56476 -13.40673 -5.31093 1.437 -1.340 -0.715
C 14.18105 -12.18907 -4.70048 -2.141 1.328 0.641
O 15.21892 -12.11504 -4.08561 0.259 -0.709 -0.629
O 14.43492 -14.41768 -5.53517 -0.520 -0.022 -0.020
O 11.27051 -9.98023 -5.43993 0.113 -0.358 0.259
H 13.57417 -10.05622 -4.51189 0.475 -0.124 0.101
H 12.05424 -14.35161 -6.37960 -0.346 -0.214 0.370
H 15.34628 -14.13945 -5.38110 -0.006 0.151 0.334
H 10.45274 -10.26444 -5.87872 -0.534 0.164 -0.398
C 7.40655 -3.35728 -9.81313 0.064 -1.236 0.146
C 7.77554 -4.63589 -10.01349 0.007 -0.808 0.209
C 8.93272 -5.04688 -10.88018 0.782 1.957 -0.145
O 9.19189 -6.18932 -11.16912 -0.435 0.074 0.294
C 9.73337 -3.87570 -11.28798 1.500 -0.244 -0.351
C 9.46430 -2.58464 -11.05399 -1.477 -0.265 -0.707
C 8.18778 -2.24262 -10.31885 -0.121 0.968 0.480
O 7.86522 -1.09223 -10.09332 0.257 -0.327 -0.237
O 10.07164 -1.53770 -11.62263 0.052 -0.012 0.637
O 7.20830 -5.66662 -9.38770 -0.556 0.222 0.003
H 6.56221 -3.20170 -9.15724 0.012 0.486 -0.099
H 10.68032 -4.04645 -11.79100 -0.156 -0.495 -0.300
H 10.77882 -1.82202 -12.21318 0.049 -0.116 0.007
H 7.59451 -6.49868 -9.72250 0.124 -0.274 0.083
C 8.75091 -14.58636 -9.88350 0.030 -0.315 -0.060
C 9.69619 -15.53144 -9.82204 -0.165 -0.322 0.595
C 11.13477 -15.21218 -9.46904 -0.246 1.237 -0.055
O 11.98321 -16.06727 -9.31580 -0.555 -0.264 -0.181
C 11.40074 -13.77672 -9.30928 0.800 -0.434 -0.726
C 10.49036 -12.82951 -9.54906 -0.807 1.229 0.133
C 9.04527 -13.16475 -9.81638 -0.775 -1.077 -0.002
O 8.13752 -12.36958 -9.97787 1.033 0.575 0.175
O 10.81103 -11.53894 -9.54269 0.493 -0.157 0.320
O 9.36663 -16.82481 -9.89020 0.395 -0.038 -0.232
H 7.71162 -14.86639 -9.98470 -0.012 0.023 -0.148
H 12.44129 -13.47893 -9.27719 0.048 -0.058 0.393
H 10.03954 -10.95344 -9.57625 -0.286 -0.151 -0.305
H 10.19902 -17.32180 -9.90482 0.065 -0.185 0.164
C 3.70944 -8.86758 -8.65155 0.426 0.124 0.168
Cl 3.11925 -7.20173 -8.50968 -0.346 0.284 -0.222
Cl 2.70673 -10.02283 -7.80903 -0.372 -0.198 0.114
H 3.73622 -9.09018 -9.71256 0.221 -0.155 0.134
H 4.66991 -8.87769 -8.14378 0.184 -0.108 -0.485
C 5.32558 -12.30618 -6.41149 0.582 -0.109 0.592
Cl 5.99754 -13.91906 -6.59874 0.070 -0.332 -0.299
Cl 3.97045 -12.36392 -5.23692 0.185 0.347 -0.521
H 6.13026 -11.72788 -5.96822 -0.241 0.201 -0.006
H 5.07868 -11.89666 -7.38571 -0.482 -0.093 0.173
```
Forces are in eV/Å.

---

# 3
Computed, not measured: CHBrF2O as an isolated structure, with ωB97M-V/def2-TZVPD.

The value obtained for the HOMO energy is -9.5 eV. As for the electronic energy: -78574.7805 eV. As for the HOMO-LUMO gap: 9.3 eV. For the energy above the lowest of the compared OMol25 structures with the same formula, charge and spin, the calculation gives 336.3 kJ/mol.

```
6
Properties=species:S:1:pos:R:3:forces:R:3
C 0.68534 0.06805 0.04772 -5.087 3.385 0.509
O -1.06035 0.13226 -0.57165 4.198 0.843 0.119
F 1.23781 0.80512 -0.84709 0.188 -0.458 -0.413
F 0.60734 0.72180 1.19960 0.009 -0.005 -0.378
Br -2.44566 -0.84640 -0.09737 -0.171 -0.751 0.638
H 0.97553 -0.88082 0.26879 0.863 -3.015 -0.475
```
Forces are in eV/Å.